Formula: C28H57Cl12N4OPS2
Source: the OMol25 dataset
Level of theory: wB97M-V/def2-TZVPD

CARTESIAN COORDINATES (ANGSTROEM)
C1 3.22 -3.94 0.26
C2 1.76 -3.47 0.23
C3 1.44 -2.79 -1.10
C4 -0.02 -2.37 -1.21
N1 -0.30 -0.99 -0.68
C5 -0.50 -0.02 -1.80
C6 -0.77 1.39 -1.26
C7 0.02 2.51 -1.97
C8 1.13 3.13 -1.10
C9 2.56 2.83 -1.55
C10 2.71 1.46 -2.25
O1 2.74 1.21 -3.43
N2 2.76 0.49 -1.17
C11 3.44 1.14 -0.01
N3 2.84 0.91 1.27
C12 3.63 2.63 -0.46
P1 3.70 3.83 0.90
N4 3.97 5.30 0.43
C13 -1.45 -1.07 0.14
S1 -1.31 -0.85 1.74
S2 -3.05 -1.42 -0.58
C14 -4.08 0.03 -0.21
C15 -4.56 0.19 1.25
C16 -4.41 1.66 1.68
H1 3.48 -4.48 -0.65
H2 3.41 -4.59 1.11
H3 3.88 -3.08 0.35
H4 1.08 -4.30 0.43
H5 1.68 -2.69 0.99
H6 1.73 -3.43 -1.94
H7 2.08 -1.91 -1.16
H8 -0.36 -2.44 -2.25
H9 -0.60 -3.08 -0.61
H10 0.39 -0.10 -2.42
H11 -1.35 -0.39 -2.37
H12 -1.84 1.57 -1.32
H13 -0.50 1.41 -0.21
H14 -0.69 3.31 -2.15
H15 0.37 2.21 -2.95
H16 1.04 2.82 -0.05
H17 0.99 4.21 -1.08
H18 2.95 3.66 -2.14
H19 1.81 0.36 -0.83
H20 4.44 0.71 0.03
H21 2.55 -0.05 1.37
H22 2.08 1.54 1.48
H23 4.59 2.65 -0.98
H24 4.75 3.34 1.71
H25 2.52 3.69 1.66
H26 3.23 5.92 0.73
H27 -3.58 0.93 -0.55
H28 -4.96 -0.10 -0.84
H29 -5.60 -0.11 1.35
H30 -3.99 -0.42 1.95
H31 -4.53 2.32 0.83
H32 -3.41 1.83 2.08
H33 -5.12 1.87 2.47
Cl1 1.95 -4.14 4.69
C17 3.73 -4.03 4.68
C18 4.21 -2.61 4.61
Cl2 3.85 -1.86 3.02
H34 4.12 -4.61 3.84
H35 4.08 -4.48 5.61
H36 5.29 -2.57 4.74
H37 3.75 -1.99 5.38
Cl3 0.79 -4.71 -5.91
C19 0.36 -3.11 -6.56
C20 0.25 -2.07 -5.47
Cl4 -1.15 -2.36 -4.40
H38 -0.58 -3.21 -7.11
H39 1.14 -2.83 -7.26
H40 0.11 -1.09 -5.92
H41 1.14 -2.04 -4.86
Cl5 -3.59 3.54 -2.53
C21 -5.26 4.01 -2.97
C22 -6.02 4.56 -1.79
Cl6 -6.34 3.30 -0.56
H42 -5.75 3.13 -3.38
H43 -5.18 4.76 -3.75
H44 -6.98 4.95 -2.11
H45 -5.47 5.37 -1.30
Cl7 -7.23 5.71 -4.80
C23 -8.78 6.45 -5.25
C24 -9.95 5.78 -4.59
Cl8 -10.21 4.12 -5.20
H46 -8.86 6.42 -6.34
H47 -8.74 7.50 -4.94
H48 -10.86 6.34 -4.79
H49 -9.82 5.72 -3.51
Cl9 7.63 -3.73 0.37
C25 7.85 -3.52 2.12
C26 7.60 -4.80 2.88
Cl10 5.88 -5.28 2.83
H50 7.17 -2.73 2.45
H51 8.87 -3.19 2.28
H52 7.86 -4.66 3.93
H53 8.19 -5.62 2.48
Cl11 1.51 -2.26 8.05
C27 0.21 -3.47 7.90
C28 -1.09 -2.99 8.49
Cl12 -1.02 -2.85 10.26
H54 0.55 -4.39 8.37
H55 0.08 -3.66 6.83
H56 -1.88 -3.70 8.26
H57 -1.38 -2.02 8.09

Values from the calculation:
* structure (SMILES): CCCCN(CCCC[C@@H]1C(=O)N[C@H](N)[C@@H]1[PH2]=N)C(=S)SCCC.ClCCCl.ClCCCl.ClCCCl.ClCCCl.ClCCCl.ClCCCl
* energy: -219195.998 eV
* strongest force on any atom: 1.81 eV/Å